Density functional theory data (ωB97M-V/def2-TZVPD) for a single C5H8O2 molecule.

```
15
Properties=species:S:1:pos:R:3:forces:R:3:lowdin_charge:R:1
C 1.58264 -0.28660 -0.31431 -0.2985 -0.1226 0.2439 -0.16
C 1.10807 1.13916 -0.52350 -0.0597 -0.4841 0.2359 -0.19
O -0.21086 0.96799 -0.97069 -0.2115 -0.3939 -0.3849 -0.08
C -1.04639 -0.05518 -0.49595 -1.3977 -0.2169 0.3323 -0.25
C -1.56914 0.01215 0.88371 -0.2191 0.3396 -0.4474 -0.10
C -0.89664 -1.26932 0.55278 3.1713 2.1521 -0.3795 -0.07
O 0.68607 -0.96481 0.65124 -0.2296 -1.1168 1.5637 -0.18
H 1.68647 -0.74567 -1.31722 -0.4760 -0.2810 0.5543 0.13
H 2.59005 -0.27110 0.13546 -0.5511 -0.4476 0.1928 0.12
H 1.18886 1.73940 0.39994 -0.2662 -0.2602 -0.1105 0.12
H 1.61307 1.70589 -1.32751 0.0503 -0.5221 0.3540 0.13
H -1.55741 -0.42736 -1.34353 -1.4673 0.4804 -0.4631 0.13
H -1.05558 0.56935 1.64968 -0.0587 0.6330 -0.1310 0.12
H -2.64804 0.00459 0.90927 -0.2040 -0.2609 0.4758 0.11
H -1.47118 -2.11848 1.11062 2.2180 0.5009 -2.0363 0.17
```
Forces are in eV/Å.

Properties
Relative energy (zero: lowest compared OMol25 entry of this formula, charge and spin) = 535.0 kJ/mol
Kohn-Sham gap = 9.767 eV
E = -345.601191 a.u.
Lowest unoccupied orbital energy = 1.089 eV
Max |F| = 3.9 eV/Å